Formula: C4H6BrN2
Source: the Open Molecules 2025 dataset
Level of theory: ωB97M-V/def2-TZVPD

Structure (ORCA input):
```
! wB97M-V def2-TZVPD RIJCOSX def2/J DEFGRID3
* xyz 1 1
C -0.538 2.126 -0.422
C 2.442 -2.067 -0.489
C -0.325 1.649 0.853
C 1.069 -0.278 0.387
N 1.538 -1.196 -0.289
N 0.403 0.533 0.982
Br -3.713 -1.051 -0.427
H -1.113 2.963 -0.612
H -0.199 1.585 -1.240
H 2.724 -2.405 -1.505
H 2.898 -2.626 0.357
H -0.504 1.955 1.896
H -4.683 -1.187 0.509
*
```

ΔE to the lowest compared entry with this formula, charge and spin   83.8 kcal/mol
F_max   5.9 eV Å⁻¹
Orbital gap   0.264 Ha
Lowest unoccupied orbital energy   -6.49 eV



Formula: C16H19BMnN6
Source: the Open Molecules 2025 dataset
Level of theory: ωB97M-V/def2-TZVPD

Structure (ORCA input):
```
! wB97M-V def2-TZVPD RIJCOSX def2/J DEFGRID3
* xyz 0 6
H 2.099 -2.377 0.310
N 1.242 -0.751 -0.745
B 0.545 0.868 -2.534
N 1.384 -0.345 -2.068
C 2.260 -1.134 -2.723
Mn -0.196 0.631 0.670
H 2.481 -0.935 -3.766
C 2.706 -2.099 -1.820
H 3.399 -2.877 -2.029
C 2.038 -1.829 -0.605
H 0.745 1.114 -3.691
C -1.195 1.541 1.865
H -1.176 0.903 2.762
H -2.191 1.634 1.500
H -0.607 2.448 2.032
N 0.876 2.018 -1.569
N -0.938 0.490 -2.252
N 0.587 1.945 -0.202
N -1.416 0.327 -0.953
C 1.428 3.196 -1.858
C -1.929 0.284 -3.134
H 1.636 3.408 -2.903
H -1.724 0.413 -4.195
C 1.608 3.914 -0.676
C -3.072 -0.062 -2.422
C 1.110 3.114 0.343
C -2.719 -0.055 -1.069
H 2.041 4.898 -0.602
H -4.035 -0.286 -2.843
H 1.078 3.289 1.417
H -3.312 -0.314 -0.202
H 0.936 0.812 1.651
C -0.711 -2.890 3.880
C -1.758 -2.580 3.005
C -1.533 -1.715 1.911
C -0.306 -1.047 1.789
C 0.783 -1.518 2.526
C 0.570 -2.402 3.605
H -0.896 -3.515 4.760
H -2.746 -2.996 3.163
H -2.314 -1.577 1.171
H 1.812 -1.233 2.268
H 1.413 -2.707 4.231
*
```

F_max   8.5 eV Å⁻¹
⟨S²⟩   8.839
Orbital gap (spin up / spin down)   0.208 / 0.228 Ha
Lowest unoccupied orbital energy (spin up / spin down)   0.77 / -2.47 eV



Formula: C26H81N6O11
Source: the Open Molecules 2025 dataset
Level of theory: ωB97M-V/def2-TZVPD

Structure (ORCA input):
```
! wB97M-V def2-TZVPD RIJCOSX def2/J DEFGRID3
* xyz 1 1
O -17.260 -6.966 -4.673
H -17.061 -7.270 -5.562
H -18.077 -7.311 -4.305
H -17.127 -6.019 -4.760
O -19.664 -10.837 -9.215
H -20.125 -10.628 -10.030
H -19.051 -10.124 -9.023
H -19.184 -11.665 -9.291
C -15.918 -6.748 -11.385
C -15.893 -6.647 -9.872
O -16.647 -7.604 -9.131
H -15.271 -7.549 -11.741
H -15.647 -5.816 -11.880
H -16.989 -6.834 -11.570
H -16.104 -5.614 -9.597
H -14.863 -6.640 -9.514
C -10.678 -7.820 -5.067
C -10.862 -7.969 -3.607
C -11.589 -6.751 -2.888
O -11.673 -6.930 -1.475
C -12.980 -7.017 -0.882
N -11.485 -9.276 -3.533
H -10.332 -8.718 -5.578
H -9.904 -7.072 -5.236
H -11.616 -7.443 -5.476
H -9.941 -8.089 -3.037
H -12.536 -6.695 -3.425
H -11.037 -5.818 -3.003
H -13.430 -7.939 -1.252
H -13.652 -6.208 -1.170
H -13.068 -7.036 0.204
H -11.633 -9.430 -2.546
H -10.816 -9.826 -4.053
C -14.989 4.587 -12.593
C -15.764 3.316 -12.529
C -14.974 1.953 -12.580
O -15.986 0.972 -12.924
C -15.388 -0.218 -13.409
N -16.672 3.458 -11.408
H -15.624 5.471 -12.558
H -14.391 4.557 -13.504
H -14.348 4.666 -11.715
H -16.574 3.346 -13.258
H -14.446 1.761 -11.645
H -14.173 2.000 -13.318
H -14.700 -0.617 -12.663
H -14.735 -0.044 -14.264
H -15.979 -1.033 -13.827
H -17.384 2.742 -11.440
H -17.177 4.319 -11.561
C -11.631 -6.096 -17.904
C -11.150 -5.214 -19.057
C -10.772 -5.942 -20.381
O -10.466 -5.109 -21.567
C -9.113 -4.819 -21.664
N -12.308 -4.441 -19.384
H -10.907 -6.842 -17.576
H -12.317 -6.837 -18.313
H -11.954 -5.528 -17.032
H -10.434 -4.462 -18.726
H -11.622 -6.512 -20.756
H -10.003 -6.677 -20.147
H -8.780 -5.741 -22.141
H -8.658 -4.571 -20.706
H -8.989 -4.029 -22.405
H -12.332 -4.230 -20.371
H -13.194 -4.926 -19.369
C -15.037 4.043 -2.802
C -14.837 2.499 -3.083
C -14.555 2.245 -4.586
O -14.430 0.842 -4.946
C -14.380 0.636 -6.335
N -13.845 1.899 -2.164
H -15.013 4.297 -1.743
H -15.804 4.530 -3.405
H -14.151 4.489 -3.254
H -15.776 2.001 -2.842
H -13.578 2.648 -4.853
H -15.352 2.711 -5.165
H -14.792 -0.367 -6.447
H -13.408 0.833 -6.790
H -15.118 1.215 -6.890
H -13.790 2.452 -1.321
H -12.898 1.923 -2.512
C -15.284 -14.030 -11.491
C -16.543 -14.969 -11.560
C -16.159 -16.459 -11.634
O -17.355 -17.112 -11.977
C -17.154 -18.501 -12.155
N -17.274 -14.772 -10.304
H -14.700 -14.320 -12.365
H -14.776 -14.209 -10.543
H -15.413 -12.948 -11.474
H -17.144 -14.557 -12.370
H -15.891 -16.868 -10.660
H -15.428 -16.737 -12.394
H -16.296 -18.707 -12.795
H -17.987 -18.976 -12.673
H -16.817 -19.084 -11.298
H -16.689 -15.255 -9.638
H -17.971 -15.449 -10.582
C -23.481 -4.684 -11.817
C -22.327 -5.474 -12.513
C -21.219 -4.656 -13.141
O -21.676 -3.594 -13.987
C -20.777 -2.697 -14.465
N -21.772 -6.365 -11.484
H -24.282 -5.324 -11.447
H -23.974 -4.044 -12.549
H -23.078 -4.053 -11.025
H -22.843 -6.093 -13.248
H -20.557 -5.344 -13.666
H -20.759 -4.213 -12.258
H -21.028 -1.977 -15.244
H -19.912 -3.174 -14.924
H -20.295 -2.078 -13.708
H -21.025 -5.813 -11.087
H -22.353 -6.465 -10.664
O -17.577 -10.011 -14.952
H -17.125 -9.213 -14.677
H -17.575 -9.970 -15.909
O -14.486 -11.583 -6.849
H -13.562 -11.361 -6.742
H -14.842 -10.875 -7.386
*
```

ΔE to the lowest compared entry with this formula, charge and spin   266.9 kcal/mol
F_max   3.7 eV Å⁻¹
Orbital gap   0.147 Ha
Lowest unoccupied orbital energy   -4.34 eV